48
Properties=species:S:1:pos:R:3 method="wB97M-V/def2-TZVPD" total_charge=0 spin_multiplicity=1 relative_energy_kj_mol=174.0 lumo_energy_ev=0.186 homo_energy_ev=-9.84 smiles=CCO.CCO.CO.CO.CO.CO.O.O e_tot_ha=-925.8255
C 6.992 16.336 -1.437
O 6.940 15.977 -0.039
H 7.660 15.668 -1.976
H 5.990 16.297 -1.866
H 7.353 17.357 -1.503
H 6.653 15.054 -0.042
C 3.086 18.064 3.922
O 3.628 18.615 2.723
H 2.720 18.811 4.626
H 2.314 17.352 3.629
H 3.872 17.545 4.483
H 4.464 18.150 2.569
C 8.416 18.202 5.409
O 8.592 17.812 4.029
H 8.814 19.204 5.554
H 7.343 18.273 5.622
H 8.829 17.429 6.048
H 8.668 18.604 3.491
C 5.353 13.514 3.514
O 4.624 14.436 2.740
H 6.137 13.018 2.935
H 5.873 14.013 4.340
H 4.669 12.779 3.928
H 5.055 15.289 2.650
O 9.205 15.049 4.286
H 9.012 16.004 4.200
H 8.466 14.683 4.782
O 6.063 17.113 2.529
H 6.345 16.717 1.680
H 6.865 17.437 2.963
C 11.741 18.204 0.036
C 10.742 17.377 0.787
O 9.655 17.084 -0.103
H 12.149 17.781 -0.880
H 12.627 18.470 0.625
H 11.308 19.183 -0.190
H 10.316 17.956 1.613
H 11.178 16.498 1.271
H 9.002 16.593 0.417
C 3.044 16.091 -1.953
C 3.270 15.724 -0.493
O 2.866 14.369 -0.361
H 3.806 15.570 -2.534
H 3.085 17.169 -2.126
H 2.048 15.793 -2.272
H 2.622 16.332 0.154
H 4.277 15.993 -0.151
H 2.677 14.136 0.553

---

284
Properties=species:S:1:pos:R:3 method="wB97M-V/def2-TZVPD" total_charge=+6 spin_multiplicity=1 relative_energy_kj_mol=0.0 lumo_energy_ev=-14.298 homo_energy_ev=-16.70 e_tot_ha=-6094.0716
C 20.704 15.993 20.168
C 21.191 16.517 18.832
C 20.486 15.844 17.646
C 20.428 16.745 16.435
C 19.613 17.985 16.682
C 20.271 18.948 17.635
N 20.734 18.025 18.833
O 20.803 18.717 20.067
C 19.287 19.934 18.156
C 21.456 19.647 17.073
C 22.736 16.632 18.640
H 20.770 14.890 20.055
H 19.663 16.184 20.346
H 21.355 16.248 20.999
H 19.496 15.487 17.948
H 21.138 14.987 17.443
H 19.965 16.239 15.585
H 21.450 16.981 16.083
H 18.630 17.645 17.016
H 19.551 18.554 15.751
H 18.513 19.380 18.671
H 18.881 20.496 17.288
H 19.748 20.699 18.804
H 22.000 19.076 16.346
H 22.134 19.955 17.879
H 21.066 20.524 16.584
H 23.053 16.902 17.627
H 23.078 15.639 18.892
H 23.220 17.260 19.391
C 23.796 20.204 13.273
C 24.879 21.035 14.012
C 26.194 20.348 14.329
C 27.195 20.191 13.153
C 27.523 21.561 12.615
C 26.326 22.405 12.063
N 25.175 22.259 13.161
O 24.418 23.355 13.345
C 25.719 21.667 10.866
C 26.655 23.831 11.874
C 24.227 21.459 15.338
H 24.239 19.723 12.405
H 22.969 20.865 13.009
H 23.452 19.451 14.007
H 25.923 19.378 14.759
H 26.677 20.844 15.187
H 26.674 19.498 12.462
H 28.135 19.769 13.503
H 28.110 21.371 11.711
H 27.987 22.256 13.334
H 24.689 21.925 10.636
H 25.742 20.607 11.074
H 26.430 21.873 10.054
H 26.831 24.353 12.797
H 25.904 24.274 11.224
H 27.651 23.693 11.390
H 23.180 21.748 15.132
H 24.736 22.278 15.843
H 24.257 20.594 16.006
C 14.642 24.738 21.412
C 14.588 23.260 21.025
C 15.460 22.942 19.793
C 15.711 21.482 19.591
C 16.625 21.040 20.806
C 15.956 21.090 22.089
N 15.123 22.446 22.196
O 14.685 22.702 23.447
C 16.989 21.005 23.221
C 14.867 20.026 22.318
C 13.101 22.775 20.802
H 15.687 24.915 21.734
H 13.943 25.052 22.157
H 14.515 25.324 20.521
H 16.394 23.509 19.809
H 14.910 23.461 18.993
H 16.244 21.312 18.642
H 14.822 20.869 19.659
H 17.483 21.714 20.916
H 16.924 19.997 20.625
H 16.509 20.964 24.199
H 17.784 21.753 23.222
H 17.530 20.084 22.966
H 14.263 19.855 21.436
H 14.258 20.223 23.190
H 15.396 19.067 22.470
H 12.474 22.799 21.695
H 13.096 21.778 20.348
H 12.686 23.579 20.187
C 13.363 18.236 9.272
C 13.434 18.069 10.781
C 14.492 19.102 11.316
C 14.373 19.326 12.801
C 12.991 19.783 13.153
C 11.838 18.808 12.900
N 12.084 18.288 11.468
O 10.917 17.956 10.754
C 10.539 19.611 13.000
C 11.867 17.607 13.817
C 13.811 16.599 11.124
H 12.794 17.512 8.666
H 14.423 18.128 8.990
H 12.929 19.211 9.018
H 14.462 20.041 10.727
H 15.456 18.672 11.077
H 15.060 20.115 13.136
H 14.567 18.346 13.271
H 12.750 20.735 12.649
H 12.909 20.030 14.233
H 10.481 19.992 14.002
H 9.699 18.920 12.900
H 10.508 20.354 12.201
H 11.525 17.954 14.790
H 12.861 17.150 13.870
H 11.189 16.827 13.481
H 13.032 15.862 10.908
H 14.263 16.450 12.103
H 14.574 16.370 10.359
C 18.435 29.059 13.214
C 18.564 28.476 14.582
C 18.599 26.965 14.424
O 18.346 26.313 15.646
C 17.025 26.270 16.191
N 19.695 29.016 15.410
H 20.813 27.793 15.522
H 20.231 29.606 14.788
H 19.357 29.442 16.235
H 19.212 28.720 12.514
H 18.350 30.140 13.275
H 17.495 28.651 12.865
H 17.760 28.778 15.162
H 19.543 26.582 14.033
H 17.759 26.717 13.766
H 16.499 27.231 16.147
H 17.164 26.090 17.250
H 16.374 25.472 15.784
C 22.837 24.569 17.000
C 21.389 24.337 17.140
C 20.710 25.254 18.132
O 19.348 24.909 18.370
C 18.827 25.605 19.486
N 20.773 24.596 15.781
H 19.763 24.779 15.923
H 21.153 25.481 15.344
H 20.786 23.700 15.190
H 23.069 25.648 17.111
H 23.217 24.179 16.051
H 23.254 23.984 17.823
H 21.177 23.285 17.332
H 20.814 26.267 17.724
H 21.237 25.272 19.099
H 19.357 25.532 20.442
H 17.813 25.211 19.679
H 18.634 26.653 19.320
C 24.952 13.630 15.712
C 24.654 14.133 14.355
C 23.570 15.187 14.272
O 23.165 15.530 12.986
C 22.128 16.545 12.926
N 26.018 14.585 13.730
H 25.785 15.627 12.806
H 26.731 14.624 14.435
H 26.312 13.856 13.113
H 25.254 14.524 16.300
H 25.777 12.906 15.789
H 24.027 13.246 16.147
H 24.329 13.306 13.707
H 23.963 16.061 14.821
H 22.735 14.741 14.813
H 21.146 16.073 13.002
H 22.269 17.056 11.984
H 22.303 17.288 13.710
C 14.012 23.167 11.186
C 13.104 24.397 11.150
C 13.309 25.400 9.987
O 12.078 26.055 9.928
C 11.927 27.177 8.912
N 11.738 23.776 10.922
H 11.826 22.953 10.332
H 11.419 23.485 11.853
H 11.196 24.540 10.459
H 13.789 22.564 12.078
H 15.059 23.449 11.356
H 13.962 22.494 10.327
H 12.998 24.898 12.110
H 13.475 24.724 9.132
H 14.146 26.068 10.062
H 12.444 28.043 9.326
H 10.856 27.330 8.909
H 12.344 26.980 7.914
C 21.004 10.791 13.509
C 20.478 12.206 13.385
C 21.100 13.019 12.197
O 20.673 12.464 10.982
C 21.388 12.765 9.787
N 19.063 12.235 13.203
H 18.913 12.018 12.224
H 18.768 11.421 13.737
H 18.588 13.397 13.703
H 20.613 10.360 14.420
H 22.091 10.900 13.572
H 20.805 10.159 12.612
H 20.741 12.783 14.285
H 22.190 12.974 12.233
H 20.713 14.058 12.342
H 21.170 13.779 9.421
H 21.156 12.078 8.970
H 22.449 12.596 9.861
C 11.235 16.137 18.918
C 12.040 17.379 18.925
C 13.194 17.456 17.938
O 13.645 18.775 17.896
C 14.734 18.970 16.926
N 11.108 18.570 18.616
H 10.508 18.831 19.399
H 11.658 19.388 18.297
H 10.429 18.353 17.866
H 11.890 15.329 19.269
H 10.876 15.850 17.932
H 10.365 16.159 19.569
H 12.464 17.532 19.925
H 12.774 17.076 16.987
H 14.038 16.816 18.205
H 14.348 18.754 15.930
H 15.549 18.302 17.192
H 14.983 19.995 17.174
C 22.212 27.313 14.170
O 21.710 26.279 13.394
O 21.685 27.218 15.410
C 23.741 27.293 14.300
F 24.124 26.034 14.684
F 24.524 27.598 13.261
F 24.012 28.170 15.224
C 22.122 26.334 11.976
C 21.043 25.518 11.257
H 20.105 26.075 11.337
H 21.252 25.467 10.186
H 20.967 24.508 11.662
H 23.164 26.002 11.856
H 22.098 27.375 11.627
H 22.030 28.228 13.643
C 17.448 14.909 13.177
O 17.875 14.599 11.884
O 18.314 14.411 14.146
C 17.626 16.456 13.433
F 16.854 17.149 12.529
F 17.127 16.737 14.725
F 18.827 16.980 13.520
C 16.856 14.523 10.916
C 17.293 13.755 9.669
H 16.503 13.731 8.917
H 18.140 14.236 9.192
H 17.542 12.731 9.916
H 16.516 15.578 10.697
H 15.960 14.108 11.436
H 16.371 14.729 13.240
C 25.764 16.181 11.048
O 26.940 15.531 10.735
O 25.736 16.703 12.275
C 25.604 17.562 10.183
F 25.426 17.428 8.819
F 24.504 18.269 10.602
F 26.704 18.227 10.358
C 27.134 14.776 9.430
C 28.511 14.211 9.290
H 28.889 13.653 10.148
H 28.464 13.544 8.418
H 29.219 15.031 9.085
H 26.955 15.489 8.638
H 26.393 13.965 9.345
H 24.947 15.580 10.698
C 19.519 21.602 14.386
O 19.893 21.191 13.075
O 20.561 22.150 15.017
C 18.319 22.610 14.139
F 17.734 23.056 15.325
F 18.659 23.697 13.496
F 17.259 22.039 13.464
C 19.987 19.868 12.737
C 20.182 19.654 11.285
H 19.267 20.019 10.829
H 21.042 20.210 10.910
H 20.252 18.584 11.085
H 19.075 19.323 13.016
H 20.802 19.367 13.292
H 18.963 20.716 14.919

---

| no. | M (g mol⁻¹) | Kohn-Sham gap (eV) |
| --- | --- | --- |
| 1 | 256.34 | 10.03 |
| 2 | 1738.21 | 2.40 |